No. 1
108
Properties=species:S:1:pos:R:3:lowdin_spin:R:1 method="wB97M-V/def2-TZVPD" homo_energy_ha="-0.084 / -0.109" e_tot_ha=-3511.8675 charge=-1 spin_multiplicity=3 e_lumo_ha="0.07058 / 0.05923" homo_lumo_gap_ev="4.2101 / 4.5742"
Ti -0.70 0.06 0.06 0.957
C 1.63 3.13 4.84 0.005
C 0.11 2.90 4.80 0.009
C -0.33 2.66 3.40 0.068
C -0.82 3.58 2.50 0.003
C -1.12 5.02 2.76 -0.002
C -2.57 5.23 3.21 -0.001
C -1.02 2.89 1.27 0.084
N -0.67 1.56 1.40 0.010
C -0.29 1.40 2.71 0.007
C -0.09 0.16 3.31 0.124
C -0.58 -1.04 2.79 0.009
C -0.72 -2.25 3.53 0.017
C -0.17 -2.45 4.90 0.002
C -1.09 -1.89 5.99 0.002
C -1.40 -3.13 2.71 -0.010
C -1.60 -2.46 1.46 0.038
C -2.10 -3.06 0.31 0.033
C -2.05 -2.52 -0.98 0.063
N -1.57 -1.25 -1.22 0.025
C -1.47 -1.13 -2.58 0.038
C -1.15 0.04 -3.26 0.137
C -1.21 1.30 -2.67 0.006
N -1.24 1.49 -1.31 0.036
C -1.53 2.82 -1.13 0.071
C -1.47 3.47 0.09 -0.033
C -1.72 3.47 -2.39 -0.014
C -1.47 2.53 -3.36 0.050
C -1.50 2.71 -4.84 0.007
C -0.19 3.30 -5.39 0.004
C -2.18 4.87 -2.60 -0.004
C -3.68 5.01 -2.33 -0.001
C -1.92 -2.33 -3.21 0.060
C -2.33 -3.19 -2.22 0.029
C -2.97 -4.50 -2.57 0.002
C -3.37 -5.44 -1.44 0.000
C -2.02 -2.49 -4.70 0.008
C -3.26 -1.75 -5.23 0.006
N -1.10 -1.18 1.53 0.048
C -1.89 -4.49 3.07 -0.002
C -3.37 -4.44 3.47 -0.001
H 2.00 3.11 5.86 0.001
H 1.87 4.09 4.40 0.000
H 2.14 2.36 4.27 0.000
H -0.40 3.78 5.21 0.001
H -0.15 2.05 5.43 0.001
H -0.93 5.60 1.85 0.000
H -0.44 5.39 3.53 0.000
H -3.25 5.05 2.38 0.000
H -2.70 6.26 3.55 0.000
H -2.82 4.56 4.02 0.000
H 0.26 0.15 4.33 0.005
H 0.80 -1.95 4.96 0.000
H -0.01 -3.51 5.09 0.000
H -1.32 -0.85 5.78 0.001
H -0.61 -1.94 6.97 0.000
H -2.03 -2.44 6.03 0.000
H -2.43 -4.08 0.41 0.001
H -1.06 -0.02 -4.34 0.008
H -1.71 4.52 0.11 -0.004
H -2.32 3.38 -5.10 0.001
H -1.68 1.75 -5.33 0.000
H -0.03 4.31 -5.02 0.000
H -0.21 3.33 -6.48 0.000
H 0.66 2.70 -5.07 0.000
H -1.97 5.16 -3.63 0.000
H -1.63 5.55 -1.95 -0.001
H -4.24 4.27 -2.90 0.000
H -4.04 6.00 -2.60 0.000
H -3.88 4.84 -1.27 0.000
H -2.29 -5.03 -3.25 0.000
H -3.88 -4.27 -3.14 0.000
H -2.51 -5.80 -0.89 0.000
H -3.88 -6.31 -1.86 0.000
H -4.06 -4.94 -0.76 0.000
H -2.09 -3.55 -4.96 0.001
H -1.12 -2.09 -5.17 0.001
H -4.17 -2.18 -4.80 0.000
H -3.32 -1.82 -6.32 0.000
H -3.21 -0.70 -4.94 0.001
H -1.31 -4.88 3.90 0.000
H -1.78 -5.19 2.23 0.000
H -3.51 -3.73 4.28 0.000
H -3.72 -5.42 3.79 0.000
H -3.98 -4.11 2.63 0.000
I 1.92 1.87 -1.18 0.009
C 1.57 -0.20 -1.53 0.013
C 1.99 -0.79 -2.69 0.003
C 1.83 -2.18 -2.83 0.025
C 1.34 -2.88 -1.71 0.004
C 0.97 -2.21 -0.58 0.023
N 1.01 -0.83 -0.46 0.002
H 2.43 -0.20 -3.48 0.000
H 2.10 -2.69 -3.73 0.002
H 1.27 -3.96 -1.74 0.000
H 0.66 -2.74 0.31 0.001
Te 2.73 -0.39 1.87 0.010
C 3.58 -2.31 2.23 0.001
C 3.57 -3.29 1.25 0.002
C 4.13 -4.54 1.46 0.000
C 4.74 -4.83 2.67 0.001
C 4.76 -3.86 3.66 0.000
C 4.18 -2.62 3.45 0.001
H 3.11 -3.08 0.29 0.001
H 4.10 -5.28 0.67 0.000
H 5.20 -5.80 2.83 0.000
H 5.23 -4.08 4.61 0.000
H 4.21 -1.87 4.22 0.000


No. 2
111
Properties=species:S:1:pos:R:3:mulliken_charge:R:1 method="wB97M-V/def2-TZVPD" homo_energy_ha=-0.354 e_above_lowest_kcal_mol=64.1 e_tot_ha=-3338.0641 charge=+1 e_lumo_ha=-0.10457 homo_lumo_gap_ev=6.7775
Sr -14.19 16.92 18.86 1.635
C -17.16 20.35 13.75 -2.430
C -18.10 20.11 14.97 1.271
C -19.31 19.43 14.88 0.470
C -19.86 18.94 13.57 -2.113
C -19.99 19.10 16.10 1.143
C -21.32 18.30 16.04 -1.969
C -19.53 19.45 17.36 0.472
C -20.32 19.05 18.60 -1.563
C -18.21 19.97 17.45 0.828
C -17.52 20.12 18.81 -1.123
C -17.59 20.44 16.25 1.004
C -16.39 21.37 16.32 -1.976
H -17.44 21.28 13.18 0.288
H -17.25 19.50 13.04 0.476
H -16.12 20.41 14.09 0.448
H -19.99 17.85 13.58 0.448
H -19.10 19.19 12.82 0.358
H -20.80 19.45 13.34 0.373
H -22.14 18.94 16.29 0.374
H -21.36 17.43 16.79 0.303
H -21.40 17.91 15.05 0.436
H -20.62 18.02 18.42 0.302
H -21.15 19.74 18.77 0.302
H -19.73 18.93 19.52 0.374
H -17.82 21.02 19.39 0.307
H -16.40 20.22 18.60 0.107
H -17.67 19.19 19.44 -0.082
H -15.54 20.80 16.76 0.258
H -16.61 22.16 17.06 0.370
H -16.24 21.78 15.32 0.524
C -3.52 12.85 10.45 -0.841
O -4.85 13.15 10.03 -0.421
C -5.75 13.41 10.97 0.763
C -6.82 14.26 10.61 -0.629
C -7.94 14.43 11.45 -0.451
C -7.91 13.90 12.75 0.157
C -6.80 13.12 13.11 -0.801
C -5.77 12.85 12.25 -0.323
C -8.92 14.23 13.72 0.378
N -10.05 14.87 13.37 -0.753
C -10.77 15.00 14.55 0.745
C -10.06 14.43 15.64 0.457
N -8.86 14.05 15.12 -0.138
C -10.62 14.43 16.92 0.230
C -10.06 13.74 18.03 -0.861
C -10.75 13.74 19.24 -0.695
C -11.98 14.31 19.41 -0.867
N -12.50 14.97 18.38 0.361
C -11.88 15.03 17.19 0.145
C -12.57 15.67 16.08 -0.443
N -13.62 16.47 16.38 0.829
C -14.17 17.15 15.37 -0.690
C -13.85 17.01 14.03 -1.004
C -12.77 16.18 13.72 -0.728
C -12.05 15.54 14.76 0.068
H -2.99 12.78 9.52 0.272
H -3.42 11.84 10.93 0.284
H -3.15 13.66 11.07 0.383
H -6.83 14.77 9.65 0.381
H -8.81 15.01 11.14 0.476
H -6.89 12.64 14.06 0.329
H -4.85 12.30 12.67 0.178
H -8.12 13.56 15.59 0.203
H -9.09 13.30 17.92 0.437
H -10.20 13.24 20.10 0.313
H -12.57 14.17 20.28 0.569
H -14.94 17.93 15.67 0.679
H -14.32 17.63 13.25 0.476
H -12.44 16.05 12.71 0.564
C -17.31 15.36 16.01 -1.218
P -16.36 14.71 17.42 1.379
C -15.41 13.34 16.70 -1.396
C -17.59 13.79 18.34 -0.148
C -18.40 12.81 17.74 -0.484
C -19.54 12.40 18.45 -0.654
C -19.64 12.56 19.84 -0.743
C -18.77 13.48 20.41 -0.368
C -17.87 14.18 19.64 0.053
P -16.91 15.64 20.33 0.839
C -16.13 14.67 21.70 -1.190
C -18.24 16.58 21.28 -1.377
H -18.39 15.47 16.27 0.471
H -17.21 14.75 15.09 0.407
H -16.99 16.40 15.81 0.121
H -15.98 12.84 15.90 0.442
H -15.18 12.65 17.52 0.340
H -14.48 13.70 16.25 0.217
H -18.25 12.46 16.69 0.259
H -20.32 11.87 17.91 0.411
H -20.39 12.04 20.45 0.386
H -18.67 13.56 21.49 0.252
H -15.55 13.78 21.34 0.271
H -16.99 14.41 22.33 0.503
H -15.42 15.42 22.13 0.249
H -19.10 16.82 20.67 0.287
H -17.86 17.56 21.69 0.395
H -18.72 16.07 22.12 0.515
C -11.21 21.38 22.55 -1.191
C -12.03 20.27 21.96 0.913
C -12.47 19.12 22.69 -1.068
C -13.19 18.18 21.95 -0.124
N -13.34 18.30 20.64 -0.292
C -12.94 19.49 20.03 0.206
S -13.34 19.61 18.37 -0.541
N -12.39 20.46 20.68 -0.490
H -10.13 21.13 22.56 0.262
H -11.40 21.54 23.61 0.367
H -11.31 22.34 21.98 0.325
H -12.16 18.99 23.72 0.393
H -13.65 17.32 22.46 0.372